Entry from the Open Molecules 2025 dataset: a single C5H10O molecule (ωB97M-V/def2-TZVPD).

Last column: Löwdin charge in e.
Atoms and positions in Å:
C  -2.367  0.388  -0.094  -0.121
C  -1.125  -0.492  0.024  -0.282
C  0.165  0.312  -0.121  -0.231
C  1.420  -0.563  -0.043  -0.173
C  2.682  0.265  0.057  -0.266
O  2.822  1.151  0.866  0.046
H  -3.287  -0.194  0.028  0.068
H  -2.362  1.175  0.669  0.074
H  -2.408  0.876  -1.075  0.073
H  -1.121  -1.009  0.993  0.110
H  -1.159  -1.277  -0.744  0.109
H  0.146  0.853  -1.077  0.121
H  0.232  1.075  0.665  0.116
H  1.486  -1.250  -0.896  0.112
H  1.372  -1.176  0.870  0.126
H  3.502  0.023  -0.653  0.118

Computed properties:
HOMO, Eh: -0.361
SMILES: CCCCC=O
Energy above the lowest of the compared OMol25 structures with the same formula, charge and spin, kJ/mol: 38.7